35
Properties=species:S:1:pos:R:3:forces:R:3 method="wB97M-V/def2-TZVPD" charge=+1 e_tot_ev=-109339.26334 gap_ev=9.377 homo_ha=-0.4783
C -1.1420 -1.0106 -4.9965 -0.038 -0.070 0.274
C -0.1828 -1.8910 -4.2080 0.383 0.376 -0.554
O 0.6317 -1.0576 -3.3247 -0.742 0.083 0.417
B 0.8666 -1.5307 -2.0862 0.195 -0.178 0.037
O 1.2582 -2.8027 -1.7858 0.301 0.459 0.313
C 0.6738 -0.5669 -0.8227 -0.117 0.321 0.403
N 1.2206 -0.7847 0.3536 -0.147 0.035 -0.417
N 0.8164 0.2236 1.1537 -0.097 0.233 -0.579
C 1.2008 0.2408 2.5521 0.067 -0.097 0.177
C 0.5209 -0.9283 3.2712 -0.081 0.054 -0.641
O -0.7530 -1.0885 2.6876 -0.061 0.153 0.215
C 0.4009 -0.6474 4.7611 -0.049 -0.458 -0.082
F 1.5222 -0.1350 5.2548 0.376 0.208 0.091
F 0.1459 -1.7910 5.4040 -0.105 -0.234 0.172
F -0.6025 0.1858 5.0174 -0.135 0.394 0.049
C 0.0231 1.0755 0.5213 -0.386 0.354 -0.377
P -0.7997 2.5824 1.2785 0.240 0.039 0.614
C -0.1785 3.8617 0.1305 0.184 -0.367 0.093
O -2.3369 2.3469 0.7837 0.169 -0.137 -0.051
N -0.0842 0.6026 -0.7358 0.647 -0.652 0.385
Br -1.0628 1.3822 -2.0728 -0.090 0.027 -0.078
H -0.8343 0.0272 -4.9300 0.176 0.107 -0.158
H -1.1435 -1.3164 -6.0361 -0.095 0.052 -0.164
H -2.1575 -1.0708 -4.6167 -0.122 -0.037 0.046
H 0.4927 -2.3821 -4.8988 0.150 -0.220 0.053
H -0.7139 -2.6338 -3.6237 0.063 -0.176 0.099
H 2.0803 -3.0224 -2.2393 -0.219 -0.492 -0.249
H 0.9144 1.1955 2.9777 -0.182 0.122 -0.031
H 2.2806 0.1605 2.5975 0.120 -0.079 0.067
H 1.1100 -1.8303 3.1136 0.154 -0.110 0.241
H -1.2682 -1.6925 3.2341 -0.096 -0.119 -0.077
H -0.9648 4.2813 -0.4865 -0.151 0.013 -0.039
H 0.2658 4.6305 0.7528 -0.042 0.241 0.006
H 0.6067 3.4540 -0.5002 0.048 0.089 -0.182
H -2.8071 1.9326 1.5183 -0.317 0.066 -0.075

14
Properties=species:S:1:pos:R:3:forces:R:3 method="wB97M-V/def2-TZVPD" charge=0 e_tot_ev=-6689.12881 smiles="C=N.NCN" gap_ev=9.886 homo_ha=-0.3195
C -1.8006 2.8664 -0.3900 0.498 -0.362 -0.676
N -1.7585 2.0117 0.5382 -0.309 0.346 0.461
H -1.0938 2.7604 -1.2204 -0.048 -0.109 0.167
H -2.4830 3.7029 -0.5175 -0.261 0.129 0.457
H -2.4460 2.2217 1.2756 0.116 -0.073 -0.352
N 1.7061 -2.1295 0.9303 0.073 0.035 0.085
C 1.5075 -1.5589 -0.3876 -0.203 0.198 -0.074
N 0.2804 -0.7701 -0.5714 -0.137 -0.224 -0.093
H 1.9119 -1.3903 1.5905 0.021 -0.038 0.064
H 0.8719 -2.5993 1.2612 -0.010 -0.077 -0.076
H 2.3676 -0.9052 -0.5777 -0.066 -0.242 -0.036
H 1.5003 -2.3614 -1.1344 0.173 0.147 0.107
H -0.4015 -1.2852 -1.1147 0.024 0.027 0.038
H -0.1622 -0.5633 0.3177 0.129 0.242 -0.072

114
Properties=species:S:1:pos:R:3:forces:R:3 method="wB97M-V/def2-TZVPD" charge=+2 s_squared=12.358 multiplicity=7 e_tot_ev=-106956.19896 gap_ev="5.365 / 5.170" homo_ha="-0.4721 / -0.4712"
Gd -0.2293 0.2439 0.5773 -0.844 0.505 0.563
C -2.3778 3.3004 3.8382 0.185 -1.561 -0.325
C -2.0598 2.9108 2.4967 0.731 -0.124 0.790
N -1.5470 1.6666 2.4695 -0.859 0.000 0.479
N -1.6429 1.1393 3.7658 -0.396 2.345 -0.456
C -2.0877 2.1396 4.6108 0.080 0.934 -2.003
B -0.9831 -0.2138 4.1040 0.492 0.115 -0.343
N 0.5071 -0.0017 3.7189 -0.111 -3.218 1.627
C 1.5853 -0.7051 4.3201 -0.874 2.205 1.259
C 3.7090 -1.0738 3.7196 -0.608 -0.068 0.793
C 4.2364 -1.1250 2.3689 -2.227 -0.720 -0.130
N 3.3847 -1.6793 1.5003 1.402 0.398 -0.084
N -1.6276 -1.3416 3.1925 -1.253 -2.443 -2.055
C -2.5480 -2.3623 3.4206 -0.446 1.141 -1.111
C -3.4303 -2.4366 2.2861 0.912 0.266 0.655
C -2.9329 -1.4816 1.3674 1.488 -1.192 1.553
N -1.7381 -1.0121 1.8534 -2.165 1.067 0.105
N -1.2317 -0.6459 5.5318 0.919 -1.237 2.504
C -2.0089 -0.3054 6.6129 -0.790 -1.310 0.967
C -2.0451 -1.3729 7.5400 0.242 0.285 -1.411
C -1.1976 -2.3637 6.9339 -0.288 1.544 0.873
N -0.6450 -1.8768 5.8572 -0.322 -0.161 -2.250
H -2.8186 4.2524 4.1546 0.373 -0.647 -0.027
H -2.0720 3.5101 1.5521 -0.117 -0.649 1.094
H -2.1002 2.0459 5.6886 -0.089 -0.092 -0.429
H 1.3225 -1.0570 5.3303 0.152 0.310 -0.465
H 4.4624 -1.3037 4.5147 -0.733 -0.050 -0.721
H 5.2276 -0.8403 2.1090 0.508 0.476 -0.614
H -2.4937 -2.9898 4.3232 -0.260 0.803 -0.400
H -4.2895 -3.0987 2.0855 0.682 0.484 0.527
H -3.3729 -1.1760 0.4150 0.543 -0.214 0.126
H -2.5846 0.6036 6.7242 0.166 -0.224 -0.278
H -2.6309 -1.4759 8.4620 0.397 0.319 -0.622
H -0.9155 -3.3604 7.2568 -0.051 0.284 0.150
C -0.0535 -4.6906 1.4013 -0.039 -1.134 -0.053
O 1.2529 -4.3278 1.9047 0.093 1.518 0.669
C 1.4213 -3.0437 1.4821 -2.247 -2.027 -2.303
N 0.7304 -2.6903 0.4536 -0.196 1.049 1.118
C -0.2874 -3.7548 0.2131 -0.352 0.048 0.476
C -0.1756 -4.4207 -1.1341 -0.056 0.418 -0.457
C -0.6617 -5.7067 -1.3741 -0.266 -0.436 0.605
C -0.5752 -6.2524 -2.6476 0.178 0.297 -0.471
C -0.0397 -5.5111 -3.7176 -0.595 -0.649 0.643
C 0.3746 -4.2214 -3.4786 0.468 0.159 0.319
C 0.3333 -3.6830 -2.1969 0.003 -0.297 0.010
C 2.3270 -2.1899 2.1735 1.581 1.457 2.041
C 2.3663 -1.9459 3.6185 2.275 0.454 0.029
C 2.8273 0.2580 4.2608 0.274 -2.059 0.759
C 2.5808 1.5321 3.5416 -0.954 -0.128 -2.846
C 1.6029 1.5245 2.5430 3.507 -0.671 2.981
N 0.8845 0.3346 2.4514 -0.959 0.657 -1.828
C 1.4679 2.6144 1.6191 0.363 0.876 -1.919
N 0.9629 2.5266 0.4184 0.105 -0.532 0.586
C 1.1314 3.8573 -0.2606 -0.637 0.094 1.497
C 1.6115 4.7430 0.9344 -0.701 -1.000 0.173
O 2.0473 3.7538 1.9489 -0.499 0.834 -0.191
C 2.0104 4.0282 -1.4571 -0.146 -1.631 0.668
C 1.7556 5.1356 -2.2175 0.584 0.140 -1.716
C 2.4905 5.2784 -3.4040 0.513 0.480 0.345
C 3.5311 4.4053 -3.7436 -0.461 0.065 0.542
C 3.7929 3.3316 -2.9018 -0.740 -0.050 0.290
C 2.9914 3.0991 -1.7858 -0.145 0.704 -0.357
H -0.7846 -4.5489 2.2004 0.111 0.011 0.005
H 0.0116 -5.7577 1.1291 -0.111 0.583 0.154
H -1.2890 -3.2666 0.3207 0.738 -0.394 -0.175
H -1.1109 -6.3135 -0.5519 0.413 0.561 -0.811
H -0.9213 -7.2597 -2.8257 -0.038 -0.065 0.037
H 0.0320 -5.9559 -4.7051 -0.007 0.082 0.137
H 0.8348 -3.6521 -4.2610 0.057 0.271 -0.381
H 0.7520 -2.7073 -1.9969 -0.019 0.153 -0.121
H 2.4025 -2.8146 4.3053 -0.643 0.308 -0.607
H 3.2520 0.4121 5.2568 -0.172 0.195 -0.231
H 3.2419 2.3732 3.6601 -0.116 0.235 0.332
H 0.1385 4.1519 -0.5847 -0.225 0.120 0.154
H 0.8004 5.3438 1.3685 0.342 -0.213 0.007
H 2.4532 5.3404 0.6736 0.590 0.453 -0.016
H 0.9565 5.8255 -1.9693 0.108 0.029 -0.012
H 2.3479 6.1601 -4.0071 -0.241 0.042 -0.230
H 4.1289 4.5515 -4.6366 -0.117 0.113 0.106
H 4.5766 2.6464 -3.1064 0.620 -0.481 -0.335
H 3.0634 2.2073 -1.1849 0.348 -0.105 0.098
C -4.6049 -0.8914 -2.5255 0.716 0.209 -0.297
C -4.5335 0.3009 -1.7934 0.771 -0.237 0.374
C -3.2772 0.9111 -1.5986 0.215 -0.110 -0.969
C -2.1149 0.3689 -2.2369 -1.324 -0.130 0.756
C -2.1732 -0.9234 -2.8270 -0.755 0.828 0.328
C -3.4194 -1.5035 -3.0325 -0.403 -0.096 0.417
P -0.8166 1.5770 -2.5934 0.342 -0.046 0.433
C -1.0937 2.0183 -4.3241 -1.052 0.598 -0.611
C -2.3931 1.9537 -4.8802 0.928 -0.002 0.088
C -2.6360 2.5172 -6.1249 0.334 0.762 -0.190
C -1.6184 3.1942 -6.8230 0.563 -0.986 1.131
C -0.3024 3.1874 -6.3069 -0.807 0.149 0.131
C -0.0684 2.6555 -5.0420 0.871 -0.328 0.459
C 0.5625 0.4037 -2.7493 -0.335 0.508 0.736
C 1.0272 -0.0673 -3.9895 0.535 -0.777 0.544
C 2.3098 -0.6088 -4.0635 -0.818 0.487 1.099
C 3.0416 -0.7663 -2.8695 -0.644 0.208 -0.311
C 2.4612 -0.5183 -1.6239 0.067 0.622 0.839
C 1.1867 0.0818 -1.5592 1.799 -1.070 -2.869
H -5.5786 -1.3246 -2.7337 0.185 -0.061 0.030
H -5.4027 0.7945 -1.3500 0.127 -0.424 -0.298
H -3.2340 1.8942 -1.0816 0.093 -0.710 -0.492
H -1.2651 -1.4329 -3.1311 -0.115 0.161 -0.318
H -3.4458 -2.4402 -3.6111 -0.272 0.451 0.484
H -3.2085 1.4761 -4.3471 0.096 0.024 0.011
H -3.6528 2.5107 -6.5050 0.174 -0.039 -0.110
H -1.8313 3.6842 -7.7463 -0.095 0.158 -0.504
H 0.5259 3.6401 -6.8493 -0.288 -0.024 0.051
H 0.9692 2.6857 -4.6013 -1.166 0.108 -0.523
H 0.3621 -0.0003 -4.8377 0.251 0.308 -0.213
H 2.7290 -0.8414 -5.0214 0.268 -0.162 -0.272
H 4.0813 -1.0269 -2.9462 0.192 -0.497 0.260
H 3.0021 -0.7425 -0.7063 0.118 0.012 -0.259

10
Properties=species:S:1:pos:R:3:forces:R:3 method="wB97M-V/def2-TZVPD" charge=0 e_tot_ev=-8200.74130 gap_ev=9.497 homo_ha=-0.3303
N -1.1226 -0.5653 1.0958 0.095 -0.069 -0.083
C -0.1421 -0.9485 0.3302 -0.169 0.171 0.325
C 1.0999 -0.1963 0.4219 0.008 0.019 -0.117
N 1.2797 0.6893 -0.4879 -0.143 -0.220 0.188
C 0.2829 0.7259 -1.4780 -0.231 0.231 -0.141
O -0.6053 1.5388 -1.5544 0.420 -0.162 -0.011
H -2.0615 -0.8916 0.8997 0.183 -0.202 0.213
H -1.0540 0.1213 1.8483 0.022 0.060 -0.299
H 1.8903 -0.3968 1.1523 -0.171 0.007 -0.082
H 0.4326 -0.0769 -2.2279 -0.014 0.165 0.007

39
Properties=species:S:1:pos:R:3:forces:R:3 method="wB97M-V/def2-TZVPD" charge=0 e_tot_ev=-40370.29618 gap_ev=8.864 homo_ha=-0.3058
H -0.2961 2.9868 1.7640 -0.046 -0.123 -0.028
N -0.0018 1.8177 0.0221 0.514 0.749 -0.381
B 0.6069 0.9700 -2.3208 -0.669 -0.327 0.806
N 0.4000 2.1020 -1.2598 -0.220 0.016 0.705
C 0.5324 3.4331 -1.3974 -0.047 -0.520 0.891
Sn -0.6946 -0.1685 0.7057 -0.403 -0.192 0.304
H 0.8254 3.8403 -2.3526 0.014 0.099 0.143
C 0.2607 4.0137 -0.1590 0.063 -0.162 -0.231
H 0.3000 5.0488 0.0817 0.022 0.478 0.079
C -0.0544 2.9666 0.7142 0.202 -0.136 -1.483
H 1.1344 1.3860 -3.3073 -0.037 -0.017 -0.037
C -2.3123 -2.6362 2.3861 -0.238 0.157 0.298
H -2.6979 -2.8515 3.3910 0.094 0.016 -0.225
H -1.2920 -3.0301 2.3051 -0.301 0.211 -0.021
H -2.9656 -3.1206 1.6517 0.131 0.137 0.078
N -0.8091 0.3963 -2.5806 -0.758 -0.428 0.236
N 1.4268 -0.1855 -1.6736 -0.021 -0.451 0.668
N -1.5075 -0.1115 -1.5188 -0.087 0.247 -1.127
N 1.1423 -0.6890 -0.4223 0.745 0.004 -0.334
C -1.5506 0.3094 -3.6954 -0.150 -0.190 0.447
C 2.4747 -0.8545 -2.1823 -0.149 0.153 0.621
H -1.1585 0.6720 -4.6346 -0.121 -0.085 0.046
H 2.8323 -0.6202 -3.1736 0.051 -0.027 0.123
C -2.7647 -0.2749 -3.3566 0.056 0.073 0.168
C 2.9146 -1.7574 -1.2271 0.084 -0.065 0.030
C -2.7072 -0.5156 -1.9731 1.086 0.550 -0.675
C 2.0657 -1.6223 -0.1266 -0.210 0.550 -1.100
H -3.5802 -0.4907 -4.0123 -0.215 -0.035 -0.198
H 3.7492 -2.4219 -1.2877 0.221 -0.162 -0.138
H -3.4606 -0.9329 -1.3164 0.251 0.031 -0.022
H 2.0852 -2.1335 0.8267 -0.220 0.150 -0.187
H -2.3131 -1.5392 2.2221 -0.118 -0.984 0.260
F 1.5987 -1.7536 5.0990 -0.216 0.994 -0.362
C 1.2526 -0.5493 4.5888 -0.111 0.041 0.029
F 0.2287 -0.0537 5.3404 0.827 -0.351 -0.434
F 2.3136 0.2907 4.7119 -0.679 -0.585 0.075
C 0.8071 -0.6407 3.0842 -0.479 -0.151 -0.496
O 0.7750 -1.7523 2.5261 0.249 1.133 0.672
O 0.4400 0.4721 2.5573 0.885 -0.799 0.800

16
Properties=species:S:1:pos:R:3:forces:R:3 method="wB97M-V/def2-TZVPD" charge=0 e_tot_ev=-7852.54364 gap_ev="8.005 / 7.947" homo_ha="-0.2660 / -0.2707"
C -1.7043 -0.1124 -1.0343 0.102 0.016 0.057
C -0.4238 0.2021 -0.2819 -0.097 -0.167 -0.046
C -0.1754 -0.3593 1.1718 -0.161 0.115 0.033
C 1.2897 -0.3292 0.8268 0.076 -0.415 0.051
C 0.9413 -0.5171 -0.6264 -0.066 0.114 -0.192
C -0.0318 1.6940 -0.1752 0.744 -0.230 0.491
N 1.0113 1.8458 0.4579 -0.208 -0.104 -0.122
H -1.6543 0.2668 -2.0628 0.007 -0.067 0.212
H -2.5634 0.3623 -0.5428 0.188 -0.085 -0.102
H -1.8830 -1.1946 -1.0717 0.040 0.224 0.008
H -0.5744 -1.3862 1.1884 0.131 0.181 -0.027
H -0.5441 0.1886 2.0481 0.052 -0.086 -0.269
H 1.8713 1.7369 0.9854 -0.426 0.201 -0.271
H 2.1396 -0.7229 1.3864 -0.190 0.166 -0.122
H 1.6007 -0.1096 -1.4036 -0.232 -0.053 0.179
H 0.7006 -1.5651 -0.8661 0.041 0.190 0.121

17
Properties=species:S:1:pos:R:3:forces:R:3 method="wB97M-V/def2-TZVPD" charge=0 e_tot_ev=-24226.89663 smiles="N#CCS(=O)(=O)n1cccc1" gap_ev=9.454 homo_ha=-0.3378
N -5.0306 0.9327 0.4554 2.322 -0.087 -1.192
C -3.8956 0.9084 0.1707 -3.501 0.521 1.778
C -2.4809 0.8730 0.2350 2.615 -1.510 0.049
S -1.9889 -0.9692 -0.2698 -1.263 1.333 0.608
O -2.3817 -1.3608 -1.5891 0.323 0.544 0.591
O -2.3522 -1.7111 0.8926 -0.289 -0.081 -0.094
N -0.3697 -0.8183 -0.1941 1.126 -0.282 -3.023
C 0.4161 -0.6470 -1.3381 1.346 1.571 1.545
C 1.7017 -0.3139 -0.8572 0.284 -1.722 -2.960
C 1.7205 -0.5178 0.5095 -1.074 0.099 1.884
C 0.3906 -0.7855 0.9004 3.020 0.736 -0.146
H -2.0810 0.7847 1.2976 -0.871 0.430 -1.192
H -1.9335 1.7085 -0.2827 -0.582 -1.170 0.114
H -0.1067 -0.5508 -2.2470 -0.025 -0.126 -1.046
H 2.6802 -0.2751 -1.4381 -1.821 0.325 0.522
H 2.6669 -0.4371 1.0710 -1.114 -0.141 0.110
H -0.1367 -0.8917 1.7699 -0.497 -0.440 2.452

14
Properties=species:S:1:pos:R:3:forces:R:3 method="wB97M-V/def2-TZVPD" charge=+1 e_tot_ev=-10393.98865 gap_ev=10.464 homo_ha=-0.5576
C 3.2447 -0.3376 0.0415 2.606 -1.153 -1.389
C 0.5475 0.9726 -0.0558 0.454 -0.425 0.670
C -1.2601 -0.7185 0.4739 -2.929 0.694 0.863
C -0.5066 0.0946 -0.4945 -0.979 -0.657 -3.660
O 1.1536 1.8508 0.2497 0.434 1.008 0.074
O -1.2677 0.9667 -1.3397 -1.382 0.700 0.470
O 2.1165 -0.6572 0.2153 -2.632 -0.154 0.648
H 4.0196 -1.1913 0.2398 -0.576 1.993 -0.200
H 3.4650 0.6290 -0.5111 0.415 -0.691 0.918
H -2.0708 -1.1990 -0.1932 1.125 0.599 1.466
H -0.7013 -1.4411 0.9904 1.010 -1.252 0.172
H -1.6988 -0.1125 1.3373 0.165 -0.499 -1.469
H -0.0891 -0.5888 -1.2970 0.363 0.516 1.253
H -2.2149 1.2013 -1.0763 1.927 -0.680 0.185